Record 1
74
Properties=species:S:1:pos:R:3:forces:R:3:lowdin_charge:R:1 method="wB97M-V/def2-TZVPD" mol_weight_g_mol=662.1 e_tot_ha=-2229.13012 gap_ev="6.094 / 6.327" total_charge=-1 spin_multiplicity=2 e_homo_ev="-4.56 / -4.32"
Tc 0.303 0.475 -0.005 -0.10 -0.18 0.10 1.52
Cl 3.359 3.633 6.362 0.11 0.10 0.20 0.61
C 2.655 3.147 4.844 0.04 0.03 0.00 -0.69
C 3.448 2.467 3.912 -0.23 0.13 0.21 -0.11
C 2.892 2.037 2.744 -0.29 -0.21 -0.37 0.01
C 1.513 2.250 2.425 0.43 0.79 1.57 -0.35
O 1.013 1.767 1.379 -0.21 -0.53 -1.27 -0.19
C 0.751 3.028 3.371 0.93 -0.63 -0.57 -0.13
C -0.615 3.401 3.116 -0.89 0.31 -0.07 -0.24
O -1.266 3.243 2.102 0.23 0.11 0.34 0.04
C 1.344 3.434 4.574 0.00 -0.05 -0.19 -0.08
H 4.491 2.285 4.130 0.04 -0.04 0.02 0.10
H 3.479 1.494 2.017 0.04 -0.04 -0.03 0.10
H -1.086 3.913 3.989 -0.03 0.00 -0.03 0.12
H 0.749 3.986 5.290 -0.04 0.03 0.06 0.10
O 0.120 2.066 -1.321 0.77 -0.73 0.63 -0.18
C -0.838 2.707 -1.852 -1.08 0.50 -0.37 -0.35
C -0.542 3.632 -2.890 0.09 -0.06 0.03 -0.02
C -1.518 4.321 -3.557 0.07 -0.05 0.00 -0.11
C -2.858 4.130 -3.225 -0.34 0.04 0.01 -0.13
C -3.182 3.278 -2.192 0.01 0.06 -0.11 -0.06
C -2.214 2.571 -1.473 0.60 0.19 -0.32 -0.08
C -2.595 1.781 -0.328 -0.18 -0.01 0.06 -0.26
N -1.837 0.991 0.419 0.77 0.10 -0.54 0.01
C -2.611 0.501 1.419 -0.62 -0.21 0.40 -0.12
C -3.873 0.986 1.290 0.16 -0.33 0.32 -0.08
N -3.858 1.784 0.182 0.21 0.14 -0.19 0.11
H 0.503 3.759 -3.140 0.05 -0.03 0.00 0.11
H -1.248 5.007 -4.350 0.01 0.02 -0.03 0.09
H -3.636 4.647 -3.769 -0.05 0.03 0.01 0.09
H -4.230 3.154 -1.945 -0.05 0.00 -0.02 0.09
H -2.206 -0.160 2.158 0.02 -0.14 0.11 0.09
H -4.757 0.836 1.874 -0.15 -0.03 0.13 0.10
H -4.626 2.342 -0.143 0.13 0.01 -0.03 0.14
C 0.300 -3.129 3.450 0.01 -0.07 0.08 -0.12
C 0.346 -3.474 2.109 -0.03 -0.16 0.05 -0.11
C 0.297 -2.498 1.131 0.01 0.33 -0.33 -0.13
C 0.247 -1.124 1.421 -0.08 0.05 0.00 -0.24
C 0.183 -0.825 2.792 0.09 0.46 -0.26 -0.15
C 0.212 -1.790 3.783 -0.04 -0.09 0.26 -0.12
H 0.324 -3.890 4.220 0.04 -0.02 0.02 0.09
H 0.433 -4.515 1.824 -0.05 -0.07 -0.05 0.09
H 0.310 -2.805 0.097 0.00 -0.05 -0.08 0.07
H 0.113 0.208 3.112 0.01 0.07 -0.02 0.08
H 0.172 -1.487 4.823 -0.01 0.00 0.04 0.09
C 2.328 -0.017 -0.774 -0.63 0.33 -0.01 -0.21
C 2.912 -1.327 -0.428 0.11 -0.26 0.03 -0.32
C 3.856 -1.472 0.590 -0.13 0.09 -0.04 -0.06
C 4.393 -2.704 0.904 0.12 -0.11 0.09 -0.11
C 4.002 -3.835 0.210 0.04 -0.19 0.05 -0.12
C 3.069 -3.713 -0.808 0.04 -0.16 -0.08 -0.11
C 2.540 -2.480 -1.126 0.08 0.18 -0.01 -0.09
H 2.270 0.064 -1.866 -0.22 0.12 0.16 0.06
H 2.993 0.781 -0.423 -0.21 0.05 0.07 0.05
H 4.175 -0.601 1.146 0.00 0.14 0.04 0.09
H 5.132 -2.783 1.690 0.02 -0.01 0.08 0.09
H 4.420 -4.801 0.459 0.02 -0.06 0.01 0.09
H 2.753 -4.591 -1.358 -0.02 -0.04 -0.03 0.09
H 1.802 -2.385 -1.911 -0.09 0.01 -0.10 0.09
C -1.800 -3.622 -2.949 -0.02 0.15 0.00 -0.06
C -1.702 -2.142 -3.343 0.00 -0.03 -0.16 -0.64
C -3.104 -1.591 -3.631 0.13 0.00 0.08 -0.06
C -0.818 -1.995 -4.589 -0.09 -0.03 0.02 -0.06
C -1.079 -1.386 -2.255 -0.10 -0.19 -0.01 -0.11
C -0.498 -0.780 -1.379 0.56 0.42 0.24 -0.14
H -2.278 -4.193 -3.744 -0.03 -0.07 -0.11 0.08
H -2.384 -3.732 -2.039 -0.05 -0.02 0.10 0.08
H -0.808 -4.030 -2.769 0.11 -0.08 0.03 0.08
H -3.554 -2.118 -4.473 -0.02 -0.06 -0.08 0.08
H -3.052 -0.530 -3.868 -0.01 0.08 -0.01 0.08
H -3.744 -1.717 -2.759 -0.07 0.02 0.08 0.08
H -1.199 -2.602 -5.410 -0.07 -0.08 -0.12 0.08
H 0.198 -2.309 -4.361 0.10 -0.04 -0.02 0.08
H -0.787 -0.954 -4.905 0.02 0.08 -0.03 0.08



Record 2
70
Properties=species:S:1:pos:R:3:forces:R:3:lowdin_charge:R:1 method="wB97M-V/def2-TZVPD" mol_weight_g_mol=488.6 e_tot_ha=-1651.34049 gap_ev=9.520 smiles="CCOC(=O)[C@@]1([C@H](c2ccccc2)c2ccc(C(F)(F)F)cc2)CCCCCCCCCCC1=O" e_homo_ev=-9.14
C 4.670 -0.568 1.824 0.39 0.10 0.30 -0.05
C 3.841 0.678 1.635 -0.65 0.49 -0.30 -0.18
O 2.479 0.210 1.487 -0.50 1.15 -0.09 -0.07
C 1.401 1.049 1.602 1.65 0.57 0.66 -0.41
O 1.473 2.190 2.015 -0.07 -1.27 -0.31 0.13
C 0.180 0.302 1.072 0.43 -1.14 2.47 -0.16
C 0.198 0.556 -0.421 -0.28 0.34 -2.48 -0.14
C -0.398 -0.543 -1.276 0.58 0.24 -0.66 -0.20
C -1.426 -0.270 -2.197 0.14 -0.64 0.21 -0.04
C -2.057 -1.347 -2.835 0.20 0.17 -0.27 -0.07
C -1.585 -2.653 -2.650 0.04 -0.08 0.05 -0.09
C -0.463 -2.888 -1.846 0.58 0.44 -0.50 -0.09
C 0.187 -1.810 -1.231 -0.50 -0.27 -0.57 -0.09
C 1.514 1.056 -1.041 -0.40 0.48 -0.63 -0.13
C 1.845 2.416 -0.922 -0.13 -0.14 0.01 0.00
C 3.097 2.863 -1.311 0.30 -0.17 0.10 0.00
C 3.992 1.961 -1.883 0.47 0.43 0.19 -0.15
C 5.440 2.338 -2.057 0.65 0.15 -0.17 -0.51
F 6.254 1.280 -1.727 -0.54 0.93 -0.27 0.11
F 5.805 3.389 -1.259 -0.26 -0.89 -0.72 0.11
F 5.756 2.684 -3.342 -0.16 -0.23 0.94 0.12
C 3.571 0.699 -2.267 -0.32 0.11 -0.08 0.00
C 2.300 0.286 -1.895 0.21 -0.26 -0.08 0.00
C 0.311 -1.094 1.889 0.44 0.11 0.25 -0.07
C -0.320 -2.450 1.621 -0.29 -0.53 -0.07 -0.19
C -1.836 -2.574 1.778 -0.46 -0.21 -0.06 -0.18
C -2.495 -2.424 0.411 0.27 0.03 -0.24 -0.23
C -3.993 -2.184 0.324 0.11 0.11 0.05 -0.18
C -4.414 -0.769 0.751 -0.11 0.03 0.14 -0.19
C -3.767 0.335 -0.085 0.47 -0.13 -0.41 -0.21
C -3.782 1.761 0.490 -0.20 0.09 -0.21 -0.18
C -2.477 2.560 0.241 -0.44 0.14 -0.09 -0.17
C -1.404 2.407 1.327 0.41 0.03 0.26 -0.10
C -1.078 0.956 1.633 -1.89 0.11 0.76 -0.29
O -1.892 0.334 2.306 1.21 0.68 -0.61 0.09
H 5.628 -0.462 1.320 0.11 0.00 0.07 0.08
H 4.849 -0.717 2.889 0.05 -0.27 -0.07 0.08
H 4.177 -1.449 1.412 -0.06 0.13 -0.01 0.08
H 3.900 1.382 2.472 0.00 -0.19 -0.14 0.13
H 4.097 1.219 0.718 -0.04 -0.09 0.15 0.11
H -0.463 1.420 -0.563 0.25 -0.26 0.03 0.11
H -1.725 0.768 -2.407 -0.05 -0.60 0.34 0.13
H -2.921 -1.155 -3.485 0.48 -0.14 0.22 0.11
H -2.070 -3.497 -3.162 0.15 0.48 0.35 0.11
H -0.072 -3.896 -1.685 -0.16 0.29 -0.30 0.12
H 1.160 -1.926 -0.738 -0.68 -0.13 0.12 0.14
H 1.105 3.136 -0.564 0.36 -0.35 0.28 0.13
H 3.408 3.882 -1.104 -0.09 -0.12 -0.11 0.13
H 4.201 0.051 -2.870 -0.02 0.11 0.15 0.13
H 1.902 -0.621 -2.340 0.22 -0.06 0.45 0.11
H 1.376 -1.305 2.027 -0.50 0.09 -0.29 0.11
H -0.050 -0.797 2.885 0.18 -0.02 -0.24 0.13
H 0.146 -3.144 2.337 0.05 0.34 -0.02 0.12
H -0.019 -2.825 0.638 -0.19 -0.10 0.49 0.07
H -2.209 -1.816 2.477 0.11 -0.37 -0.10 0.10
H -2.072 -3.572 2.174 -0.03 0.23 0.05 0.11
H -2.235 -3.307 -0.190 -0.20 0.11 0.31 0.11
H -1.974 -1.606 -0.094 -0.34 -0.25 0.13 0.07
H -4.504 -2.934 0.936 -0.16 0.08 -0.03 0.11
H -4.290 -2.356 -0.721 -0.09 0.04 0.16 0.11
H -4.160 -0.608 1.804 -0.03 -0.05 -0.07 0.10
H -5.502 -0.687 0.661 -0.01 0.02 0.15 0.11
H -4.238 0.336 -1.084 0.17 0.03 0.20 0.12
H -2.720 0.064 -0.278 -0.45 0.09 0.20 0.06
H -3.991 1.726 1.565 0.01 0.09 -0.12 0.11
H -4.602 2.305 0.000 0.12 0.01 0.31 0.11
H -2.730 3.626 0.173 0.12 -0.15 0.03 0.11
H -2.065 2.283 -0.739 -0.22 0.13 0.10 0.09
H -1.800 2.812 2.272 0.14 -0.09 -0.28 0.14
H -0.465 2.936 1.105 -0.54 0.03 -0.11 0.10